{"formula": "C65H77N4", "method": "ωB97M-V/def2-TZVPD", "e_above_lowest_kcal_mol": 6.8, "multiplicity": 1, "orbital_gap_ha": 0.234, "e_homo_ev": -8.8, "total_charge": 1, "symbols": ["C", "C", "C", "C", "C", "C", "C", "C", "C", "C", "C", "C", "C", "C", "N", "C", "C", "N", "C", "C", "C", "C", "C", "C", "C", "C", "C", "C", "C", "C", "C", "C", "C", "C", "C", "C", "C", "C", "C", "C", "H", "H", "H", "H", "H", "H", "H", "H", "H", "H", "H", "H", "H", "H", "H", "H", "H", "H", "H", "H", "H", "H", "H", "H", "H", "H", "H", "H", "H", "H", "H", "H", "H", "H", "H", "H", "H", "H", "H", "H", "H", "H", "H", "H", "H", "H", "H", "H", "H", "H", "H", "H", "C", "N", "C", "C", "C", "C", "C", "C", "C", "C", "C", "C", "C", "C", "C", "C", "C", "N", "C", "C", "C", "C", "C", "C", "C", "C", "C", "C", "C", "H", "H", "H", "H", "H", "H", "H", "H", "H", "H", "H", "H", "H", "H", "H", "H", "H", "H", "H", "H", "H", "H", "H", "H", "H"], "positions_angstrom": [[1.867, 2.468, 0.897], [3.306, 2.227, 0.503], [3.915, 3.500, -0.099], [4.041, 1.875, 1.799], [3.264, 1.081, -0.540], [3.054, 1.298, -1.909], [3.327, 0.269, -2.815], [3.967, -0.893, -2.386], [4.228, -1.105, -1.026], [5.467, -1.977, -0.596], [5.131, -3.404, -0.173], [6.298, -1.272, 0.487], [6.419, -2.150, -1.793], [3.389, -0.283, -0.174], [2.564, -0.803, 0.876], [3.208, -1.415, 2.029], [2.141, -2.206, 2.693], [0.990, -2.059, 1.802], [-0.118, -2.882, 2.220], [-0.928, -2.403, 3.282], [-0.862, -1.010, 3.983], [-2.304, -0.466, 4.061], [0.000, 0.044, 3.311], [-0.306, -1.182, 5.405], [-1.871, -3.272, 3.828], [-2.081, -4.535, 3.299], [-1.180, -5.038, 2.374], [-0.129, -4.264, 1.882], [0.955, -5.084, 1.100], [0.278, -6.118, 0.184], [1.802, -5.878, 2.106], [1.857, -4.272, 0.192], [1.205, -1.098, 0.858], [0.214, -0.790, -0.305], [-0.695, -2.024, -0.524], [-1.822, -2.199, 0.266], [-2.754, -3.195, -0.026], [-2.593, -3.961, -1.189], [-1.454, -3.819, -1.979], [-0.518, -2.826, -1.661], [1.385, 1.510, 1.137], [1.747, 3.136, 1.762], [1.320, 2.908, 0.064], [4.961, 3.322, -0.377], [3.372, 3.840, -0.989], [3.895, 4.316, 0.637], [5.050, 1.489, 1.617], [4.121, 2.778, 2.423], [3.470, 1.150, 2.388], [2.672, 2.259, -2.272], [3.103, 0.400, -3.874], [4.303, -1.616, -3.134], [4.583, -3.922, -0.968], [6.071, -3.948, 0.005], [4.555, -3.481, 0.752], [6.721, -0.340, 0.092], [5.732, -1.033, 1.392], [7.134, -1.926, 0.777], [6.733, -1.184, -2.204], [7.323, -2.682, -1.462], [5.961, -2.750, -2.586], [4.025, -2.059, 1.698], [3.637, -0.662, 2.698], [2.392, -3.269, 2.781], [1.867, -1.848, 3.691], [-2.900, -1.017, 4.799], [-2.318, 0.593, 4.357], [-2.816, -0.554, 3.092], [1.073, -0.081, 3.486], [-0.165, 0.067, 2.227], [-0.249, 1.034, 3.718], [0.714, -1.583, 5.377], [-0.266, -0.209, 5.914], [-0.920, -1.862, 6.004], [-2.465, -2.956, 4.688], [-2.910, -5.148, 3.650], [-1.301, -6.074, 2.059], [-0.505, -5.653, -0.425], [1.025, -6.548, -0.496], [-0.147, -6.950, 0.754], [2.356, -5.230, 2.793], [1.162, -6.536, 2.706], [2.527, -6.504, 1.570], [2.402, -3.487, 0.708], [2.598, -4.939, -0.270], [1.289, -3.801, -0.613], [0.980, -0.905, -1.094], [-1.979, -1.523, 1.110], [-3.616, -3.338, 0.629], [-3.369, -4.686, -1.461], [-1.299, -4.435, -2.871], [0.359, -2.673, -2.299], [-6.526, 1.197, -2.764], [-5.461, 0.490, -3.472], [-5.613, 0.264, -4.847], [-6.223, 1.253, -5.646], [-6.284, 1.080, -7.029], [-5.817, -0.103, -7.615], [-5.317, -1.132, -6.807], [-5.193, -0.947, -5.432], [-4.287, 0.219, -2.791], [-3.088, -0.105, -3.461], [-1.881, -0.083, -2.772], [-1.851, 0.228, -1.411], [-0.501, 0.485, -0.674], [-0.822, 1.812, 0.087], [-1.322, 2.046, 1.374], [-1.477, 3.347, 1.852], [-1.272, 4.456, 1.000], [-1.341, 5.764, 1.476], [-2.299, 6.088, 2.526], [-0.660, 6.823, 0.865], [-1.149, 8.134, 1.026], [-0.499, 9.203, 0.416], [0.659, 8.996, -0.341], [1.186, 7.705, -0.456], [0.537, 6.621, 0.136], [-1.015, 4.208, -0.364], [-0.867, 2.914, -0.808], [-3.064, 0.368, -0.722], [-4.273, 0.387, -1.392], [-6.872, 0.611, -1.902], [-6.173, 2.179, -2.418], [-7.372, 1.345, -3.440], [-6.602, 2.163, -5.176], [-6.704, 1.879, -7.637], [-5.862, -0.229, -8.696], [-5.020, -2.085, -7.241], [-4.760, -1.725, -4.797], [-3.078, -0.343, -4.520], [-0.953, -0.280, -3.315], [0.181, 0.894, -1.449], [-1.648, 1.231, 2.026], [-1.731, 3.508, 2.904], [-1.843, 6.782, 3.241], [-3.198, 6.555, 2.096], [-2.603, 5.182, 3.049], [-2.047, 8.308, 1.621], [-0.908, 10.201, 0.543], [1.153, 9.837, -0.827], [2.112, 7.534, -1.004], [0.951, 5.616, 0.024], [-0.939, 5.027, -1.081], [-0.735, 2.730, -1.880], [-3.095, 0.533, 0.358], [-5.194, 0.558, -0.835]], "forces_ev_per_angstrom": [[-0.6, 0.3, 0.2], [-0.9, -0.2, 0.1], [0.2, -0.1, -0.1], [0.4, -0.1, 0.0], [-0.5, -0.3, 0.0], [0.7, 0.0, -0.5], [-0.7, 0.2, -0.1], [0.5, 0.5, 0.1], [-0.6, -0.4, 0.0], [-0.5, -0.5, -0.2], [0.1, -0.4, 0.2], [0.0, 0.2, 0.1], [0.0, 0.2, -0.2], [0.5, 0.7, -0.9], [-0.5, 0.2, 1.1], [1.1, 0.0, 0.2], [-0.5, -0.9, 0.5], [0.3, 1.3, -0.6], [-0.1, -0.6, 1.2], [0.3, 0.1, 0.2], [-0.1, -0.3, 0.0], [-0.3, 0.1, 0.0], [0.3, 0.4, -0.4], [0.0, -0.1, 0.2], [-0.3, -0.1, -0.1], [0.1, 0.0, 0.1], [-0.2, 0.1, 0.1], [0.4, -0.2, -0.2], [-0.5, 0.2, -0.1], [-0.2, -0.2, -0.2], [0.0, 0.0, 0.2], [0.4, 0.3, -0.3], [0.9, -1.8, 0.3], [1.7, -2.9, 0.5], [0.0, 0.3, -0.5], [-0.4, -0.2, 0.0], [0.1, 0.2, -0.3], [-0.2, -0.3, 0.4], [0.1, 0.5, -0.1], [-0.1, -0.1, 0.4], [0.2, 0.5, 0.1], [0.2, -0.1, -0.1], [0.1, 0.0, 0.2], [-0.1, 0.1, 0.0], [0.1, -0.1, 0.2], [-0.1, -0.3, -0.1], [-0.1, 0.0, 0.1], [0.0, -0.2, -0.3], [0.1, 0.2, -0.1], [0.4, -0.3, 0.2], [0.0, 0.0, 0.3], [0.2, 0.4, 0.3], [0.1, 0.1, 0.2], [-0.3, 0.1, -0.1], [0.0, 0.0, -0.2], [-0.1, -0.1, 0.1], [0.1, 0.0, -0.1], [-0.2, 0.2, -0.1], [-0.1, -0.2, 0.0], [-0.3, 0.1, 0.0], [0.1, 0.1, 0.1], [-0.2, 0.3, 0.0], [-0.1, -0.1, -0.2], [-0.1, 0.3, 0.0], [0.1, -0.1, -0.2], [0.1, 0.2, -0.2], [0.1, -0.3, 0.0], [0.1, 0.1, 0.2], [-0.2, 0.0, 0.0], [0.0, 0.3, 0.6], [0.1, -0.3, -0.2], [-0.2, 0.0, 0.1], [-0.1, -0.2, -0.1], [0.1, 0.1, 0.0], [0.1, -0.1, -0.4], [0.3, 0.1, 0.0], [0.1, 0.4, 0.1], [0.1, -0.2, 0.2], [-0.1, 0.1, 0.2], [0.0, 0.1, -0.2], [0.0, -0.1, 0.0], [0.1, 0.1, -0.1], [-0.1, 0.1, 0.1], [0.1, -0.2, -0.1], [-0.2, 0.1, 0.1], [0.1, -0.1, 0.1], [-0.2, 0.1, 0.0], [-0.1, -0.3, -0.3], [0.2, 0.1, -0.3], [0.4, 0.2, 0.1], [-0.2, 0.2, 0.4], [-0.3, 0.0, 0.2], [0.0, -0.1, -0.1], [-0.5, -0.2, 0.3], [-0.2, 0.0, -0.8], [0.5, -0.4, 0.0], [0.0, -0.3, 0.2], [-0.1, 0.0, 0.2], [0.0, 0.4, 0.0], [-0.2, 0.4, 0.1], [0.0, 0.2, -0.1], [0.2, 0.0, 0.2], [-0.4, 0.2, 0.4], [0.3, -0.3, 0.3], [-1.3, 2.7, -1.2], [-0.9, 0.0, -0.3], [0.1, -0.2, -0.4], [0.0, 0.5, -0.4], [0.2, -0.5, 0.2], [-0.1, -0.1, 0.4], [0.0, 0.1, -0.1], [0.3, 0.4, -0.2], [0.2, -0.2, -0.2], [0.3, -0.2, -0.1], [-0.1, 0.0, 0.1], [-0.5, 0.0, 0.3], [-0.1, 0.4, 0.1], [-0.5, -0.2, 0.0], [0.6, -0.4, 0.5], [0.1, 0.2, -0.2], [0.3, -0.2, -0.1], [0.0, 0.2, -0.2], [-0.1, -0.2, 0.0], [0.2, -0.1, 0.2], [0.2, -0.2, -0.3], [0.1, -0.2, 0.0], [0.0, 0.0, 0.3], [0.0, 0.3, 0.0], [-0.3, 0.2, -0.3], [0.0, 0.3, 0.3], [-0.2, 0.1, 0.1], [-0.5, -0.2, 0.3], [0.4, 0.4, -0.3], [0.0, -0.2, -0.5], [-0.1, -0.2, -0.1], [0.1, -0.1, 0.2], [0.0, 0.3, -0.1], [0.3, 0.0, -0.3], [0.1, -0.1, -0.1], [-0.1, -0.2, 0.2], [-0.2, 0.1, 0.1], [-0.1, 0.4, 0.1], [-0.2, -0.2, 0.3], [0.1, 0.1, 0.4], [0.2, 0.0, -0.4], [0.4, 0.0, -0.2]], "mulliken_charge": [-1.05, 2.36, -2.05, -1.38, 0.61, -0.26, -1.39, -0.66, 0.91, 2.08, -1.72, -1.67, -2.01, -1.59, 1.40, -1.26, 0.21, 1.42, -1.37, 0.66, 1.80, -1.77, -1.24, -1.81, -0.17, -1.58, -0.33, 0.39, 2.43, -1.83, -1.88, -0.63, -0.51, 0.17, 0.82, 0.15, -0.68, -0.89, -1.48, 0.07, -0.31, 0.86, -0.10, 0.44, 0.29, 0.46, 0.30, 0.52, 0.00, 0.33, 0.46, 0.37, 0.30, 0.60, 0.44, 0.40, 0.08, 0.49, 0.42, 0.46, 0.43, 0.11, 0.88, -0.56, 0.50, 0.56, 0.37, 0.29, 0.56, -0.71, 1.02, 0.35, 0.46, 0.33, 0.37, 0.45, 0.23, 0.31, 0.41, 0.51, 0.30, 0.40, 0.46, -0.82, 1.11, -0.34, 0.06, -0.25, 0.50, 0.42, 0.44, 0.49, -1.39, 0.19, 0.51, -0.46, -0.69, -0.48, -0.61, -0.36, 1.20, -1.01, -0.85, 0.88, -1.05, 0.93, 0.14, -1.47, 0.64, 0.06, -1.26, 0.69, -0.59, -0.66, -0.56, -0.70, -0.01, -0.66, -0.88, -0.04, -1.26, 0.29, 0.40, 0.52, 0.41, 0.37, 0.37, 0.38, 0.57, 0.68, 0.33, 0.11, 0.58, 0.33, 0.42, 0.35, 0.29, 0.38, 0.38, 0.37, 0.39, 0.44, 0.66, 0.41, 0.31, 0.26]}